10
Properties=species:S:1:pos:R:3 method="wB97M-V/def2-TZVPD" e_homo_ev=-8.980 fmax_ev_per_a=2.190 total_charge=0 smiles=Nc1cnn[nH]1 multiplicity=1
N 1.61 -0.37 0.23
C 0.27 -0.09 0.02
C -0.40 1.10 0.08
N -1.72 0.88 -0.16
N -1.92 -0.33 -0.46
N -0.67 -1.06 -0.31
H 2.24 0.41 0.06
H 1.95 -1.23 -0.17
H -0.03 2.10 0.27
H -1.32 -1.42 0.44